This record from the OMol25 dataset describes a structure of composition C18H19AsAuBF4NS. The level of theory is ωB97M-V/def2-TZVPD.

XYZ file:
```
46
C18H19AsAuBF4NS (ωB97M-V/def2-TZVPD)
Au -0.28 -0.97 0.70
S -3.32 -2.01 -2.30
C -1.85 -1.92 -3.15
C -0.78 -1.65 -2.35
C -1.18 -1.53 -1.00
C -2.53 -1.68 -0.82
C -3.17 -1.38 0.46
C -4.51 -1.52 0.78
C -4.94 -1.17 2.05
C -4.02 -0.70 2.98
C -2.70 -0.58 2.61
N -2.30 -0.91 1.38
H -1.84 -2.06 -4.22
H 0.22 -1.52 -2.72
H -5.20 -1.90 0.04
H -5.98 -1.27 2.31
H -4.33 -0.42 3.98
H -1.94 -0.21 3.28
F 1.62 1.19 1.29
B 1.59 0.72 2.59
F 1.31 1.65 3.53
F 2.67 -0.09 2.87
F 0.37 -0.25 2.57
C 1.79 -3.35 -1.11
As 1.85 -2.01 0.27
C 3.33 -0.88 -0.19
C 2.18 -3.01 1.91
C 3.57 -3.58 1.84
C 3.79 -4.86 1.35
C 5.08 -5.37 1.27
C 6.16 -4.59 1.68
C 5.94 -3.32 2.18
C 4.65 -2.81 2.26
H 2.77 -3.83 -1.14
H 1.58 -2.90 -2.08
H 1.02 -4.08 -0.88
H 4.16 -1.52 -0.46
H 3.58 -0.25 0.66
H 3.03 -0.26 -1.03
H 1.42 -3.80 1.93
H 2.03 -2.33 2.74
H 2.95 -5.47 1.04
H 5.24 -6.37 0.89
H 7.16 -4.99 1.62
H 6.78 -2.72 2.51
H 4.48 -1.82 2.67
```

Summary:
- Gap between HOMO and LUMO: 7.5 eV
- DFT total energy: -107376.6910 eV
- Total charge: +1
- F_max: 0.55 eV Å⁻¹
- LUMO: -4.45 eV

---

This record from the OMol25 dataset describes a structure of composition H4SSi. The level of theory is ωB97M-V/def2-TZVPD.

XYZ file:
```
6
H4SSi (ωB97M-V/def2-TZVPD)
Si 1.65 0.78 0.26
S -0.24 1.15 0.73
H 1.86 -0.23 -0.75
H -3.42 -1.65 -0.34
H 2.95 1.14 0.70
H -2.79 -1.19 -0.59
```

Summary:
- Gap between HOMO and LUMO: 8.5 eV
- DFT total energy: -18776.0722 eV
- Total charge: 0
- F_max: 2.44 eV Å⁻¹
- LUMO: -0.87 eV

---

This record from the OMol25 dataset describes a structure of composition C7H16ClLi2MgNNaO9P2. The level of theory is ωB97M-V/def2-TZVPD.

XYZ file:
```
40
C7H16ClLi2MgNNaO9P2 (ωB97M-V/def2-TZVPD)
C -3.26 0.60 -1.48
C -3.26 -0.99 -1.99
N -1.90 -1.57 -1.56
C -1.04 -1.61 -2.83
P 0.81 -1.31 -2.44
O 1.50 -0.82 -4.01
Cl 1.84 -3.12 -1.98
H -4.27 1.15 -1.70
H -2.33 1.09 -2.01
H -3.15 0.54 -0.30
H -3.35 -0.98 -3.16
H -4.17 -1.60 -1.58
H -2.11 -2.56 -1.30
H -1.08 -2.73 -3.23
H 1.35 0.17 -4.01
Mg -2.40 1.55 1.25
C -6.44 0.80 2.56
O -5.88 0.74 3.64
O -7.67 0.91 2.40
O -5.88 0.77 1.46
Li -6.16 -1.69 1.69
C 1.17 4.04 5.05
C 1.25 3.27 3.74
C 2.69 3.06 3.30
O 0.55 4.00 2.73
H 1.62 5.03 4.95
H 0.13 4.19 5.34
H 1.68 3.50 5.85
H 0.75 2.30 3.84
H 3.20 4.02 3.14
H 2.73 2.52 2.35
H 3.25 2.49 4.05
H 0.99 4.86 2.62
Na 2.25 -5.55 -3.24
O 7.68 -4.43 -3.09
P 6.39 -3.91 -3.75
O 5.76 -2.83 -2.86
O 5.40 -5.07 -3.93
O 6.73 -3.30 -5.12
Li 4.61 -7.53 -4.39
```

Summary:
- Gap between HOMO and LUMO: 1.1 eV
- DFT total energy: -68798.9540 eV
- Total charge: -1
- F_max: 6.77 eV Å⁻¹
- LUMO: -1.69 eV

---

This record from the OMol25 dataset describes a cluster of 2 separate species, C47H62N3O4 in total. The level of theory is ωB97M-V/def2-TZVPD.

XYZ file:
```
116
C47H62N3O4 (ωB97M-V/def2-TZVPD)
C -4.90 2.72 -1.66
O -4.98 1.48 -0.91
C -4.29 1.33 0.25
C -4.40 0.07 0.91
C -3.68 -0.16 2.06
C -2.83 0.84 2.59
C -2.10 0.54 3.77
O -1.41 1.47 4.37
C -0.94 1.21 5.70
C -2.75 2.10 1.95
C -3.46 2.35 0.80
H -5.53 2.53 -2.52
H -5.29 3.56 -1.08
H -3.87 2.93 -1.98
H -5.05 -0.69 0.49
H -3.74 -1.10 2.60
H -2.19 -0.44 4.26
H -0.37 2.11 5.98
H -1.79 1.07 6.38
H -0.29 0.32 5.71
H -2.11 2.86 2.39
H -3.39 3.32 0.31
C 2.68 -2.98 2.86
C 3.12 -2.42 4.20
C 1.88 -2.48 5.10
C 4.15 -3.32 4.87
C 3.67 -0.96 4.06
C 2.90 0.05 4.64
C 3.46 1.26 5.03
C 4.78 1.51 4.67
C 5.47 0.70 3.77
C 6.79 1.35 3.25
C 7.20 0.86 1.87
C 7.91 1.11 4.27
C 6.64 2.87 3.08
C 4.93 -0.60 3.47
N 5.68 -1.55 2.66
C 6.97 -2.11 3.09
C 7.56 -2.70 1.84
N 6.44 -2.73 0.88
C 6.53 -3.53 -0.34
C 6.44 -4.96 -0.23
C 6.20 -5.83 1.05
C 5.41 -7.11 0.71
C 5.38 -5.15 2.13
C 7.56 -6.28 1.61
C 6.64 -5.73 -1.38
C 6.79 -5.17 -2.63
C 6.96 -3.80 -2.72
C 6.88 -2.96 -1.61
C 7.37 -1.51 -1.94
C 6.93 -1.08 -3.35
C 8.90 -1.52 -1.90
C 6.83 -0.47 -0.99
C 5.39 -1.95 1.37
C 4.30 -1.40 0.70
C 3.73 -1.84 -0.54
C 3.62 -3.21 -0.93
C 3.26 -3.54 -2.22
C 2.99 -2.50 -3.13
N 3.36 -2.68 -4.49
O 3.31 -1.68 -5.24
O 3.78 -3.80 -4.87
C 2.78 -1.17 -2.70
C 3.18 -0.84 -1.42
H 3.52 -3.10 2.18
H 2.21 -3.96 3.00
H 1.96 -2.30 2.37
H 2.08 -2.09 6.10
H 1.02 -1.95 4.66
H 1.57 -3.53 5.21
H 4.36 -2.96 5.89
H 3.76 -4.35 4.94
H 5.09 -3.34 4.32
H 1.85 -0.13 4.89
H 2.90 1.98 5.62
H 5.26 2.41 5.07
H 6.42 1.07 1.14
H 8.12 1.38 1.56
H 7.43 -0.20 1.88
H 7.80 1.79 5.13
H 7.91 0.09 4.67
H 8.89 1.30 3.81
H 6.59 3.41 4.03
H 7.52 3.26 2.54
H 5.76 3.12 2.48
H 7.60 -1.33 3.54
H 6.83 -2.88 3.87
H 8.38 -2.09 1.43
H 7.95 -3.71 1.99
H 6.02 -7.84 0.17
H 5.10 -7.60 1.64
H 4.51 -6.88 0.13
H 5.81 -4.21 2.45
H 4.35 -4.97 1.80
H 5.33 -5.80 3.02
H 8.28 -5.46 1.69
H 7.43 -6.72 2.60
H 8.00 -7.04 0.95
H 6.66 -6.82 -1.30
H 6.83 -5.79 -3.53
H 7.21 -3.39 -3.70
H 5.89 -1.33 -3.55
H 7.03 0.01 -3.44
H 7.57 -1.52 -4.12
H 9.29 -1.83 -0.92
H 9.30 -2.21 -2.66
H 9.29 -0.51 -2.12
H 7.04 -0.76 0.03
H 7.32 0.50 -1.18
H 5.75 -0.35 -1.10
H 3.87 -0.51 1.15
H 3.85 -3.99 -0.20
H 3.26 -4.57 -2.58
H 2.39 -0.44 -3.40
H 3.13 0.19 -1.07
```

Summary:
- Gap between HOMO and LUMO: 3.5 eV
- DFT total energy: -62393.7306 eV
- Total charge: +1
- F_max: 2.50 eV Å⁻¹
- LUMO: -5.12 eV

---

This record from the OMol25 dataset describes a structure of composition C10H26N4O10V. The level of theory is ωB97M-V/def2-TZVPD.

XYZ file:
```
51
C10H26N4O10V (ωB97M-V/def2-TZVPD)
O 0.02 0.81 1.66
V 0.33 -0.01 0.32
N 0.64 -3.09 1.93
O 1.63 -3.19 2.56
O -0.14 -4.06 2.10
O 0.30 -2.03 1.37
N 0.82 1.92 -2.59
O 1.78 2.51 -2.99
O 0.01 1.54 -3.42
O 0.65 1.55 -1.39
C -5.60 -1.80 0.96
O -4.24 -1.23 0.94
C -4.19 -0.13 0.06
C -2.80 0.56 0.14
N -1.76 -0.49 -0.20
C -1.89 -1.00 -1.60
C -0.69 -1.82 -1.98
O 0.43 -1.12 -1.62
C 1.52 -1.70 -2.31
H -5.79 -2.15 1.97
H -5.62 -2.70 0.35
H -6.30 -1.00 0.70
H -4.91 0.67 0.26
H -4.59 -0.40 -0.92
H -2.69 1.09 1.08
H -2.60 1.32 -0.61
H -2.27 -1.18 0.33
H -1.96 -0.17 -2.29
H -2.83 -1.55 -1.65
H -0.72 -2.05 -3.05
H -0.74 -2.81 -1.53
H 1.51 -1.12 -3.24
H 1.49 -2.78 -2.49
H 2.42 -1.52 -1.73
C 4.41 0.47 1.94
C 3.01 0.80 1.54
C 2.87 2.32 1.15
O 1.54 2.57 1.00
C 1.19 3.92 0.53
N 2.62 -0.11 0.53
H 4.64 -0.56 2.21
H 4.77 1.14 2.72
H 5.00 0.56 1.02
H 2.28 0.61 2.33
H 3.38 2.29 0.19
H 3.44 2.87 1.90
H 1.72 4.71 1.07
H 0.12 4.04 0.72
H 1.46 4.13 -0.50
H 3.22 -0.88 0.77
H 3.13 0.30 -0.24
```

Summary:
- Gap between HOMO and LUMO (spin up / spin down): 5.3 / 7.8 eV
- Multiplicity: 3
- DFT total energy: -62906.7643 eV
- Total charge: -1
- Expectation value of S²: 2.018
- F_max: 5.19 eV Å⁻¹
- LUMO (spin up / spin down): 2.69 / 2.69 eV

---

This record from the OMol25 dataset describes an isolated molecule of C4H5NO2. The level of theory is ωB97M-V/def2-TZVPD.

XYZ file:
```
12
C4H5NO2 (ωB97M-V/def2-TZVPD)
O 1.17 -2.16 -0.55
C 0.60 -1.15 -0.22
N -0.76 -0.91 -0.30
C -1.05 0.27 0.51
C 0.09 1.12 -0.02
O 1.10 1.33 0.92
C 1.25 0.25 -0.04
H -1.43 -1.59 -0.61
H -0.92 0.03 1.58
H -2.02 0.74 0.38
H -0.11 1.64 -0.95
H 2.09 0.44 -0.70
```

Summary:
- Gap between HOMO and LUMO: 10.5 eV
- DFT total energy: -9811.7592 eV
- Total charge: 0
- SMILES string: O=C1NC[C@H]2O[C@@H]12
- F_max: 1.26 eV Å⁻¹
- LUMO: 0.79 eV

---

This record from the OMol25 dataset describes a cluster of 2 separate species, C5H6INO in total. The level of theory is ωB97M-V/def2-TZVPD.

XYZ file:
```
14
C5H6INO (ωB97M-V/def2-TZVPD)
C 0.67 -1.51 0.96
C 1.47 0.51 1.27
C 0.13 -0.79 -0.04
C 0.63 0.50 0.23
C -1.07 -1.16 -0.92
N -0.31 2.22 -1.16
O 1.46 -0.78 1.75
I -1.72 3.13 -0.09
H 0.37 -2.52 1.22
H 1.94 1.39 1.65
H -1.97 -1.29 -0.36
H -1.30 -0.46 -1.69
H -0.81 -2.05 -1.44
H 0.49 2.81 -1.35
```

Summary:
- Gap between HOMO and LUMO (spin up / spin down): 7.4 / 7.4 eV
- DFT total energy: -16914.6629 eV
- Total charge: 0
- F_max: 3.74 eV Å⁻¹
- LUMO (spin up / spin down): -1.21 / -1.21 eV

---

This record from the OMol25 dataset describes an isolated molecule of C15H18F4N2O4. The level of theory is ωB97M-V/def2-TZVPD.

XYZ file:
```
43
C15H18F4N2O4 (ωB97M-V/def2-TZVPD)
C -2.34 -3.46 -1.60
C -1.91 -2.08 -2.07
O -2.22 -1.08 -1.08
C -1.37 -0.96 -0.09
O -0.39 -1.63 0.11
C -1.84 0.11 0.95
N -0.72 0.97 1.22
C 0.19 1.23 0.21
O -0.03 0.89 -0.93
N 1.29 1.93 0.60
C 2.44 2.00 -0.27
C 3.47 0.94 0.06
C 3.08 -0.39 0.20
C 4.01 -1.36 0.51
C 5.33 -0.99 0.68
F 6.24 -1.94 0.98
C 5.74 0.32 0.54
C 4.80 1.28 0.24
O -3.03 0.76 0.64
C -2.98 1.73 -0.42
C -4.42 2.04 -0.80
C -2.16 -0.67 2.24
F -1.08 -1.25 2.77
F -3.06 -1.63 2.04
F -2.65 0.14 3.19
H -3.40 -3.46 -1.35
H -1.77 -3.75 -0.72
H -2.17 -4.18 -2.39
H -0.84 -2.05 -2.26
H -2.46 -1.77 -2.95
H -0.62 1.36 2.14
H 1.47 2.00 1.59
H 2.06 1.85 -1.29
H 2.88 3.00 -0.20
H 2.04 -0.67 0.06
H 3.72 -2.39 0.62
H 6.78 0.57 0.68
H 5.11 2.31 0.13
H -2.47 2.63 -0.06
H -2.43 1.32 -1.27
H -4.91 1.13 -1.15
H -4.96 2.40 0.07
H -4.44 2.79 -1.58
```

Summary:
- Gap between HOMO and LUMO: 9.8 eV
- DFT total energy: -37888.6693 eV
- Total charge: 0
- SMILES string: CCOC(=O)[C@@](NC(=O)NCc1ccc(F)cc1)(OCC)C(F)(F)F
- F_max: 0.65 eV Å⁻¹
- LUMO: 0.62 eV

---

This record from the OMol25 dataset describes a cluster of 2 separate species, C4H11NO2 in total. The level of theory is ωB97M-V/def2-TZVPD.

XYZ file:
```
18
C4H11NO2 (ωB97M-V/def2-TZVPD)
C 0.86 2.21 -1.60
C 0.81 1.93 -0.08
C -0.41 1.18 0.39
O -1.46 1.76 0.61
N -0.29 -0.17 0.46
C -1.28 -1.00 1.14
H -0.14 2.34 -1.99
H 1.30 1.38 -2.15
H 1.46 3.10 -1.80
H 1.70 1.41 0.23
H 0.78 2.90 0.41
H 0.64 -0.59 0.53
H -0.92 -1.28 2.13
H -2.19 -0.41 1.26
H -1.51 -1.86 0.52
O 0.14 -4.45 0.35
H -0.50 -4.25 -0.35
H 0.99 -4.20 -0.05
```

Summary:
- Gap between HOMO and LUMO: 10.1 eV
- DFT total energy: -9911.7621 eV
- Total charge: 0
- SMILES string: CCC(=O)NC.O
- F_max: 1.10 eV Å⁻¹
- LUMO: 0.50 eV

---

This record from the OMol25 dataset describes a cluster of 2 separate species, C3H9N2 in total. The level of theory is ωB97M-V/def2-TZVPD.

XYZ file:
```
14
C3H9N2 (ωB97M-V/def2-TZVPD)
C 1.28 -1.20 2.03
C 0.86 0.50 -2.68
C -0.36 0.10 0.80
N 0.25 -0.63 1.61
N -1.86 0.53 1.11
H 1.46 -2.25 1.68
H 1.84 -0.70 2.66
H 0.62 1.50 -2.80
H 0.09 0.12 -1.89
H 1.79 0.16 -2.46
H 0.40 -0.03 -3.51
H -2.49 -0.37 1.00
H -2.00 1.23 0.40
H -1.90 1.05 2.05
```

Summary:
- Gap between HOMO and LUMO: 9.0 eV
- DFT total energy: -6226.1120 eV
- Total charge: +1
- F_max: 6.03 eV Å⁻¹
- LUMO: -4.84 eV

---

This record from the OMol25 dataset describes a cluster of 9 separate species, C9H35NO9 in total. The level of theory is ωB97M-V/def2-TZVPD.

XYZ file:
```
54
C9H35NO9 (ωB97M-V/def2-TZVPD)
C 2.87 2.94 0.89
C 2.05 1.88 0.12
C 1.61 2.38 -1.30
C 2.92 0.58 -0.16
C 3.10 -0.29 1.08
C 1.80 -0.74 1.74
C 0.85 0.44 1.97
C -0.53 -0.22 2.06
C 1.32 1.03 3.36
N 0.90 1.43 0.83
O 0.14 2.51 0.99
H 2.34 3.46 1.68
H 3.86 2.61 1.22
H 3.15 3.70 0.17
H 1.03 3.30 -1.40
H 2.48 2.75 -1.84
H 0.91 1.61 -1.62
H 2.48 0.08 -1.02
H 3.92 0.90 -0.45
H 3.71 -1.18 0.94
H 3.66 0.30 1.81
H 1.91 -1.28 2.68
H 1.44 -1.50 1.05
H -0.60 -0.95 2.87
H -0.77 -0.73 1.13
H -1.31 0.45 2.43
H 2.37 1.29 3.42
H 0.99 0.45 4.22
H 0.86 2.01 3.40
H 0.83 3.10 1.28
O 0.16 -2.16 -2.12
H 0.52 -2.10 -3.00
H 0.28 -1.28 -1.75
O -3.75 0.18 -3.40
H -3.83 -0.76 -3.21
H -3.15 0.22 -4.14
O -2.65 -1.49 -1.22
H -2.04 -0.76 -1.10
H -2.10 -2.27 -1.13
O -4.30 -4.01 -1.47
H -4.61 -4.23 -0.59
H -4.39 -3.06 -1.53
O -4.10 -1.24 1.99
H -4.16 -2.11 2.37
H -3.24 -1.22 1.57
O -0.72 0.62 -3.53
H -1.43 0.76 -2.91
H -0.43 1.50 -3.76
O -1.70 1.11 -0.82
H -0.85 1.25 -0.40
H -1.96 1.98 -1.12
O -0.78 -4.64 -1.03
H -0.42 -3.76 -1.14
H -0.63 -4.85 -0.11
```

Summary:
- Gap between HOMO and LUMO: 9.3 eV
- DFT total energy: -29816.4001 eV
- Total charge: 0
- SMILES string: CC1(C)CCCC(C)(C)N1O.O.O.O.O.O.O.O.O
- F_max: 4.28 eV Å⁻¹
- LUMO: 0.25 eV

---

This record from the OMol25 dataset describes a structure of composition C5H9NO. The level of theory is ωB97M-V/def2-TZVPD.

XYZ file:
```
16
C5H9NO (ωB97M-V/def2-TZVPD)
C -1.03 -0.21 1.16
C -0.17 0.01 -0.03
C -0.11 -1.15 -0.95
C -0.30 1.38 -0.64
O 1.12 1.62 -0.43
C 1.30 0.41 0.19
N 2.30 -0.11 0.75
H -0.70 -0.12 2.18
H -2.06 0.16 1.22
H -1.22 -1.57 1.08
H 0.34 -2.05 -0.50
H -1.43 -1.48 -1.04
H 0.34 -0.95 -1.92
H -0.91 2.11 -0.09
H -0.55 1.40 -1.71
H 3.09 0.53 0.75
```

Summary:
- Gap between HOMO and LUMO: 10.9 eV
- DFT total energy: -8865.7123 eV
- Total charge: 0
- F_max: 6.17 eV Å⁻¹
- LUMO: 0.86 eV

---

This record from the OMol25 dataset describes a structure of composition C4H6LuMgO5. The level of theory is ωB97M-V/def2-TZVPD.

XYZ file:
```
17
C4H6LuMgO5 (ωB97M-V/def2-TZVPD)
C -2.02 -0.59 -2.72
O -2.38 0.34 -2.04
O -2.17 -1.03 -3.79
Lu -3.97 2.18 -2.67
O 0.58 2.19 1.74
O 0.73 0.23 -1.05
C 0.67 -1.04 -0.55
C 1.28 -0.88 0.86
O 0.36 -0.08 1.61
C 0.88 1.04 2.40
Mg -0.19 1.45 0.14
H 0.33 -1.55 -1.71
H -0.06 -1.85 -0.31
H 2.25 -0.37 0.82
H 1.38 -1.87 1.34
H 0.36 0.96 3.37
H 1.96 0.87 2.55
```

Summary:
- Gap between HOMO and LUMO (spin up / spin down): 5.9 / 5.3 eV
- Multiplicity: 2
- DFT total energy: -53523.7082 eV
- Total charge: +2
- Expectation value of S²: 0.755
- F_max: 5.73 eV Å⁻¹
- LUMO (spin up / spin down): -9.77 / -10.34 eV